The following is a quantum chemistry calculation of C15H18N4O3 in the gas phase at a distorted geometry, from OMol25.

Geometry as XYZ:
```
40
Properties=species:S:1:pos:R:3:mulliken_charge:R:1
C 2.25 1.73 -0.49 0.19
C 1.18 1.51 0.53 0.15
C 3.54 0.99 -0.03 -0.81
C 3.50 -0.52 -0.14 0.12
C 4.45 -1.39 0.16 -0.43
C 2.77 -2.36 -0.80 -0.41
C -0.70 -0.06 1.40 0.00
C -0.86 -1.52 1.12 0.02
C -2.01 0.74 1.47 -1.27
C -3.07 0.36 0.42 1.21
C -4.31 -0.16 0.82 -0.62
C -2.62 0.19 -0.90 -0.67
C -5.22 -0.41 -0.19 0.00
C -3.73 0.21 -1.87 -0.40
C -4.93 -0.33 -1.58 -0.87
H 3.59 3.30 -0.75 0.27
H 2.14 3.61 0.22 0.30
H 1.88 1.48 -1.56 0.25
H 4.16 1.25 -0.82 0.43
H 3.73 1.31 0.99 0.25
H 5.27 -1.16 0.89 0.33
H 2.24 -3.25 -1.07 0.46
H 4.29 -3.46 0.16 0.30
H 0.65 -0.24 -0.40 0.49
H -0.16 0.22 2.29 0.77
H -1.60 1.70 1.29 0.46
H -2.31 0.61 2.50 0.41
H -4.75 -0.36 1.89 0.23
H -1.60 0.52 -1.22 0.36
H -6.23 -0.78 0.23 0.23
H -3.40 0.49 -2.90 0.35
H -5.66 -0.37 -2.28 0.44
H -1.23 -1.63 -0.95 0.41
N 2.59 3.14 -0.63 -0.70
N 2.51 -1.09 -0.86 -0.30
N 4.02 -2.57 -0.30 -0.14
N 0.43 0.31 0.40 -0.06
O 0.85 2.38 1.25 -0.65
O -1.00 -2.32 1.98 -0.53
O -0.64 -2.09 -0.26 -0.57
```

The value obtained for the gap between HOMO and LUMO is 0.3474 Ha. Its energy above the lowest of the compared OMol25 structures with the same formula, charge and spin is 95.4 kcal per mole. The SMILES is N[C@@H](Cc1c[nH]cn1)C(=O)N[C@@H](Cc1ccccc1)C(=O)O. As for the total energy: -27947.261 eV. The value obtained for the highest occupied orbital energy is -8.84 eV. The value obtained for the molar mass is 302.3 g mol⁻¹. The charge is 0.

***

The following is a quantum chemistry calculation of C17H20N4O5S in the gas phase at a distorted geometry, from OMol25.

Geometry as XYZ:
```
47
Properties=species:S:1:pos:R:3:mulliken_charge:R:1
O -7.23 -1.00 1.15 -0.61
N -6.82 -0.40 0.18 1.01
O -7.49 -0.06 -0.76 -0.61
C -5.41 -0.07 0.15 0.07
C -4.89 0.60 -0.95 -0.71
C -3.54 0.91 -0.97 -0.47
C -2.74 0.54 0.09 -0.40
C -3.26 -0.12 1.19 -0.33
C -4.60 -0.44 1.23 -0.61
H -5.04 -0.95 2.07 0.48
H -2.60 -0.37 2.01 0.51
S -0.99 0.92 0.02 1.84
O -0.47 0.84 1.35 -0.68
O -0.81 2.11 -0.76 -0.72
N -0.53 -0.40 -0.91 -0.13
H -0.41 -1.21 -0.32 0.39
C 0.58 -0.25 -1.83 -1.52
H 0.51 -1.05 -2.57 0.52
H 0.42 0.70 -2.34 0.51
C 1.98 -0.30 -1.17 0.07
N 2.17 0.81 -0.25 0.70
C 2.23 2.11 -0.89 -0.80
H 1.35 2.28 -1.51 0.41
C 2.24 3.19 0.19 -0.65
O 3.34 3.06 1.06 -0.43
C 3.34 1.78 1.64 -0.71
C 3.37 0.69 0.57 -0.62
H 3.41 -0.29 1.05 0.46
H 4.28 0.81 -0.05 0.31
H 4.22 1.72 2.27 0.38
H 2.43 1.64 2.24 0.28
H 2.32 4.18 -0.26 0.38
H 1.30 3.11 0.76 0.29
H 3.13 2.21 -1.52 0.44
C 2.07 -1.63 -0.46 0.08
C 1.51 -1.82 0.80 -0.16
C 1.55 -3.09 1.37 -0.82
C 2.15 -4.11 0.65 -0.40
N 2.69 -3.94 -0.55 -0.63
C 2.64 -2.73 -1.09 -0.42
H 3.10 -2.64 -2.06 0.41
H 2.21 -5.12 1.04 0.39
H 1.14 -3.27 2.34 0.41
H 1.07 -0.99 1.33 0.66
H 2.72 -0.28 -1.99 0.46
H -3.10 1.44 -1.80 0.48
H -5.55 0.88 -1.76 0.47
```

The value obtained for the gap between HOMO and LUMO is 0.2964 Ha. Its energy above the lowest of the compared OMol25 structures with the same formula, charge and spin is 113.6 kcal per mole. The SMILES is O=[N+]([O-])c1ccc(S(=O)(=O)NC[C@H](c2cccnc2)N2CCOCC2)cc1. As for the total energy: -44983.007 eV. The value obtained for the highest occupied orbital energy is -9.06 eV. The value obtained for the molar mass is 392.4 g mol⁻¹. The charge is 0.

***

The following is a quantum chemistry calculation of a molecular structure, C30H18Br2N3OPtS2 at a distorted geometry, from OMol25.

Geometry as XYZ:
```
57
Properties=species:S:1:pos:R:3:mulliken_charge:R:1
Pt -0.39 -0.31 -0.51 0.98
C -1.04 -3.68 0.91 -1.20
C -1.62 -3.40 -0.43 0.92
C -2.35 -4.42 -1.03 -0.92
C -2.93 -4.28 -2.27 -1.00
C -2.77 -3.04 -2.92 1.10
C -3.32 -2.75 -4.19 0.02
Br -4.34 -4.05 -5.11 -0.21
C -3.14 -1.52 -4.80 -0.35
C -2.40 -0.55 -4.15 -0.02
Br -2.11 1.16 -4.91 -0.19
C -1.83 -0.78 -2.88 1.03
O -1.16 0.13 -2.28 -0.89
C -2.02 -2.05 -2.25 -0.45
N -1.43 -2.20 -1.02 -0.77
H -1.32 -4.67 1.25 0.42
H -1.42 -2.95 1.63 0.41
H 0.05 -3.62 0.86 0.41
H -2.45 -5.36 -0.51 0.35
H -3.49 -5.08 -2.72 0.42
H -3.57 -1.32 -5.77 0.48
S 2.39 -1.83 5.95 -0.17
C 2.04 -3.41 6.51 -0.37
C 1.29 -4.12 5.62 -0.61
C 0.98 -3.39 4.46 -0.20
C 1.51 -2.11 4.47 0.35
C 1.42 -1.07 3.49 0.42
C 0.72 -1.25 2.29 0.63
N 0.57 -0.35 1.33 -0.63
C 1.18 0.88 1.56 -0.30
C 1.91 1.16 2.75 0.84
C 2.51 2.45 2.90 -1.14
C 2.39 3.40 1.94 -1.18
C 1.66 3.14 0.74 0.86
C 1.51 4.07 -0.26 -0.64
C 0.77 3.74 -1.42 0.91
C 0.21 2.45 -1.49 -0.01
N 0.35 1.54 -0.54 -0.26
C 1.06 1.86 0.58 -0.12
C 0.60 4.68 -2.48 0.44
C 1.09 5.97 -2.54 -0.57
C 0.74 6.63 -3.73 -0.66
C -0.01 5.85 -4.56 -0.37
S -0.31 4.30 -3.92 -0.15
C 2.03 0.18 3.72 -0.62
H 2.41 -3.71 7.46 0.48
H 0.96 -5.13 5.78 0.42
H 0.40 -3.78 3.65 0.40
H 0.27 -2.21 2.13 -0.56
H 3.06 2.64 3.80 0.46
H 2.84 4.37 2.05 0.48
H 1.96 5.04 -0.15 0.40
H -0.36 2.18 -2.37 0.17
H 1.68 6.43 -1.77 0.38
H 1.04 7.64 -3.96 0.41
H -0.41 6.11 -5.52 0.47
H 2.57 0.37 4.63 0.49
```

The value obtained for the gap between HOMO and LUMO is 0.2192 Ha. Its energy above the lowest of the compared OMol25 structures with the same formula, charge and spin is 13.2 kcal per mole. As for the total energy: -202918.768 eV. The value obtained for the highest occupied orbital energy is -10.02 eV. The value obtained for the molar mass is 855.5 g mol⁻¹. The charge is +1.

***

The following is a quantum chemistry calculation of a molecular structure, C3HCuFO2 at a distorted geometry, from OMol25.

Geometry as XYZ:
```
8
Properties=species:S:1:pos:R:3:mulliken_charge:R:1
C -0.97 -0.23 0.66 0.77
C 0.35 -0.46 0.95 -0.51
O 1.21 -0.01 -0.05 -0.21
C 0.68 0.51 -1.13 0.38
O -1.28 0.31 -0.45 -0.54
F -1.81 0.00 1.70 -0.22
H 0.81 -0.76 1.89 0.37
Cu 1.01 0.65 -3.57 -0.04
```

The value obtained for the gap between HOMO and LUMO (spin up / spin down) is 0.2045 / 0.3021 Ha. Its energy above the lowest of the compared OMol25 structures with the same formula, charge and spin is 46.3 kcal per mole. As for the total energy: -54572.256 eV. The value obtained for the highest occupied orbital energy (spin up / spin down) is -6.60 / -9.31 eV. As for the expectation value of S²: 0.756. The value obtained for the molar mass is 151.6 g mol⁻¹. The charge is 0. As for the multiplicity: 2.

***

The following is a quantum chemistry calculation of 2 unconnected molecules or ions with the total composition C4H6N2S at a distorted geometry, from OMol25.

Geometry as XYZ:
```
13
Properties=species:S:1:pos:R:3:mulliken_charge:R:1
C 0.74 2.14 0.01 -0.71
C 1.41 -1.45 -0.10 -0.27
C 0.07 -1.61 0.16 -0.50
C -0.54 -0.26 0.05 0.27
H 1.98 2.53 -0.14 0.27
H 0.27 2.68 1.28 0.23
H 0.01 2.73 -0.82 0.28
H 2.23 -0.03 -1.01 0.31
H 2.29 -2.24 -0.07 0.31
H -0.57 -2.50 0.17 0.37
N 0.56 0.59 0.02 0.38
N 1.79 -0.08 0.11 -0.50
S -2.05 0.02 -0.06 -0.44
```

The value obtained for the gap between HOMO and LUMO is 0.3212 Ha. Its energy above the lowest of the compared OMol25 structures with the same formula, charge and spin is 123.7 kcal per mole. As for the total energy: -18055.609 eV. The value obtained for the highest occupied orbital energy is -8.23 eV. The value obtained for the molar mass is 114.2 g mol⁻¹. The charge is 0.

***

The following is a quantum chemistry calculation of a gas-phase ion, CH6N2P (charge +1) at a distorted geometry, from OMol25.

Geometry as XYZ:
```
10
Properties=species:S:1:pos:R:3:mulliken_charge:R:1
C 0.00 0.18 -0.08 0.57
N -0.40 1.39 0.09 -0.27
N -1.05 -0.99 -0.23 -0.49
P 1.72 -0.38 -0.19 -0.11
H -1.38 1.67 0.08 0.24
H 0.27 2.12 0.28 0.27
H -1.98 -0.66 -0.47 0.25
H -0.72 -1.77 -0.77 0.28
H 2.08 0.12 1.07 0.14
H 1.46 -1.68 0.23 0.13
```

The value obtained for the gap between HOMO and LUMO is 0.3859 Ha. Its energy above the lowest of the compared OMol25 structures with the same formula, charge and spin is 13.4 kcal per mole. The SMILES is NC(=[NH2+])P. As for the total energy: -13395.555 eV. The value obtained for the highest occupied orbital energy is -15.22 eV. The value obtained for the molar mass is 77.0 g mol⁻¹. The charge is +1.

***

The following is a quantum chemistry calculation of C4H6O2 in the gas phase at a distorted geometry, from OMol25.

Geometry as XYZ:
```
12
Properties=species:S:1:pos:R:3:mulliken_charge:R:1
C 0.25 0.63 1.00 -0.46
C -0.87 -0.40 0.81 -0.34
C 0.16 -0.75 -1.23 -0.15
C 0.58 0.50 -1.24 -0.18
H 1.20 0.06 1.16 0.31
H 0.04 1.32 1.80 0.34
H -1.05 -0.93 1.74 0.33
H -1.79 0.13 0.49 0.26
H 0.41 -1.46 -2.03 0.33
H 1.09 0.88 -2.13 0.32
O -0.47 -1.36 -0.15 -0.38
O 0.44 1.38 -0.21 -0.38
```

The value obtained for the gap between HOMO and LUMO is 0.3475 Ha. Its energy above the lowest of the compared OMol25 structures with the same formula, charge and spin is 40.1 kcal per mole. The SMILES is C1=COCCO1. As for the total energy: -8338.724 eV. The value obtained for the highest occupied orbital energy is -8.44 eV. The value obtained for the molar mass is 86.1 g mol⁻¹. The charge is 0.